Here is the molecule C3H9ClN2O from the OMol25 dataset. Energies are from ωB97M-V/def2-TZVPD.

Values from the calculation:
* HOMO-LUMO gap: 10.4 eV
* E_LUMO: 0.9 eV
* relative energy (zero: lowest compared OMol25 entry of this formula, charge and spin): 1.2628 eV
* SMILES string: NC[C@H](Cl)CON
* DFT total energy: -20801.3385 eV
* HOMO: -9.50 eV

The geometry in XYZ format:
```
16
Properties=species:S:1:pos:R:3:forces:R:3
Cl 0.397 -1.443 -1.607 0.04 -0.15 -0.21
O 1.479 -0.897 1.201 1.44 -1.44 0.79
N -1.597 1.014 -2.083 -11.85 -15.08 2.25
N 2.081 -0.071 2.244 1.05 -0.63 -1.00
C -1.382 0.451 -0.783 -2.71 -1.40 2.42
C 0.198 -0.525 0.928 -2.18 -6.83 -3.34
C 0.042 -0.126 -0.489 0.83 3.76 -0.71
H 2.553 -0.797 2.917 -0.62 2.00 -2.09
H -0.731 -1.452 1.034 2.84 2.36 0.43
H -1.916 1.257 -0.086 2.16 -1.66 -0.51
H -2.099 -0.562 -0.496 1.58 2.86 -1.46
H 0.845 0.743 -0.664 -1.55 -1.86 0.02
H 2.740 0.468 1.574 -0.54 -1.26 2.41
H 0.025 0.247 1.462 -2.07 5.21 4.01
H -1.042 1.552 -2.345 11.55 11.13 -4.98
H -1.594 0.141 -2.806 0.03 3.00 1.99
```
Positions in Å, forces in eV/Å.

=====

Here is a 2-piece molecular cluster, C3H9ClNO overall from the OMol25 dataset. Energies are from ωB97M-V/def2-TZVPD.

Values from the calculation:
* HOMO-LUMO gap: 8.4 eV
* E_LUMO: -6.2 eV
* net charge: +1
* relative energy (zero: lowest compared OMol25 entry of this formula, charge and spin): 2.7846 eV
* DFT total energy: -19307.0386 eV
* HOMO: -14.59 eV

The geometry in XYZ format:
```
15
Properties=species:S:1:pos:R:3:forces:R:3
Cl 0.581 -1.383 1.508 0.15 0.58 0.56
O -1.253 1.180 0.920 0.17 -1.48 -1.10
N 1.884 -1.005 -1.254 -0.45 -1.39 0.39
C 1.015 0.081 0.885 0.93 -1.19 -2.13
C -1.980 0.197 0.157 -0.77 0.46 -0.45
C 1.418 0.127 -0.539 -1.06 0.19 1.76
H 1.996 -1.918 -0.742 -0.28 1.62 -0.46
H -1.649 0.165 -0.870 0.18 0.43 -0.48
H 2.018 1.041 -0.606 -0.16 0.05 -0.68
H 1.443 -1.215 -2.155 0.26 0.54 0.49
H 0.267 0.460 -0.682 1.43 -0.12 -0.26
H -3.070 0.308 0.108 0.30 0.61 0.24
H 1.059 1.014 1.428 -0.33 -0.24 0.49
H -1.875 1.744 1.340 -0.76 0.85 0.68
H -1.856 -0.797 0.502 0.40 -0.92 0.93
```
Positions in Å, forces in eV/Å.

=====

Here is a 2-piece molecular cluster, C3H9ClNPS overall from the OMol25 dataset. Energies are from ωB97M-V/def2-TZVPD.

Values from the calculation:
* HOMO-LUMO gap (spin up / spin down): 6.1 / 6.1 eV
* E_LUMO (spin up / spin down): -2.4 / -2.4 eV
* relative energy (zero: lowest compared OMol25 entry of this formula, charge and spin): 4.1576 eV
* DFT total energy: -37390.5704 eV
* HOMO (spin up / spin down): -8.55 / -8.54 eV

The geometry in XYZ format:
```
16
Properties=species:S:1:pos:R:3:forces:R:3
Cl 0.153 1.685 1.539 0.42 1.73 1.90
S -3.950 0.931 0.833 0.23 -0.06 -0.04
P -0.420 0.248 0.333 0.13 -1.08 -0.69
N 0.015 1.061 -1.101 1.86 -1.60 -1.77
C -0.837 2.073 -1.595 -2.48 1.25 0.94
C 1.092 -0.829 0.415 -2.33 -1.48 -2.66
C 1.372 -1.556 1.665 2.21 -0.83 2.58
H 0.757 -1.529 -0.457 0.60 0.36 1.45
H 2.431 -2.062 1.709 -2.08 0.67 -0.54
H -1.106 2.729 -0.758 -0.04 -0.10 0.05
H 1.443 -0.905 2.572 -0.15 0.07 -0.85
H -1.782 1.641 -1.913 -0.45 0.11 -0.34
H 0.238 0.386 -1.861 -0.02 0.56 0.88
H 0.618 -2.273 1.967 -0.08 -0.34 -0.32
H -0.553 2.807 -2.340 1.08 -0.53 -0.40
H 1.938 -0.396 -0.033 1.11 1.28 -0.19
```
Positions in Å, forces in eV/Å.

=====

Here is C3H9CsO2 as an isolated structure from the OMol25 dataset. Energies are from ωB97M-V/def2-TZVPD.

Values from the calculation:
* HOMO-LUMO gap: 5.3 eV
* E_LUMO: -0.6 eV
* relative energy (zero: lowest compared OMol25 entry of this formula, charge and spin): 0.0000 eV
* DFT total energy: -7897.6074 eV
* HOMO: -5.83 eV

The geometry in XYZ format:
```
15
Properties=species:S:1:pos:R:3:forces:R:3
Cs 0.679 -0.284 2.155 0.81 0.10 -0.80
O -1.333 0.754 0.262 -0.29 -0.23 -0.04
O 2.760 0.044 -0.364 -0.95 -0.43 0.17
C -1.980 -1.451 -0.571 0.52 0.24 -0.60
C 3.539 0.814 0.388 0.18 0.25 0.59
C -2.304 0.027 -0.499 -0.47 0.22 -0.25
H -1.439 1.683 0.041 0.15 0.08 0.00
H -3.311 0.187 -0.091 0.18 -0.02 0.24
H -1.410 -1.817 0.280 -0.37 -0.04 0.29
H -1.336 -1.633 -1.434 -0.01 -0.06 0.06
H -2.901 -2.008 -0.725 0.04 -0.21 0.21
H -2.343 0.419 -1.521 0.11 0.04 0.07
H 3.727 1.859 0.025 -0.03 -0.18 -0.08
H 3.101 1.014 1.437 0.22 0.14 0.16
H 4.551 0.393 0.618 -0.09 0.11 -0.01
```
Positions in Å, forces in eV/Å.

=====

Here is an isolated ion of composition C3H9IN3 and charge +1 from the OMol25 dataset. Energies are from ωB97M-V/def2-TZVPD.

Values from the calculation:
* HOMO-LUMO gap: 9.8 eV
* E_LUMO: -3.5 eV
* net charge: +1
* relative energy (zero: lowest compared OMol25 entry of this formula, charge and spin): 2.7822 eV
* SMILES string: [H]/N=N/[C@H](I)[NH2+]CC
* DFT total energy: -15818.2220 eV
* HOMO: -13.33 eV

The geometry in XYZ format:
```
16
Properties=species:S:1:pos:R:3:forces:R:3
I -0.406 -3.346 0.267 -0.04 0.76 -0.03
N -0.671 -2.527 3.216 0.14 0.02 -1.44
N -0.732 -1.407 2.761 0.47 -0.13 -0.95
N -0.073 -0.280 0.492 -1.40 2.17 0.62
C 0.891 0.912 -1.414 0.34 1.86 2.19
C -0.876 -1.413 1.026 0.20 -1.86 2.42
C -0.306 0.111 -1.003 0.58 -2.17 -1.21
H -0.440 -0.761 -1.727 0.56 0.31 1.70
H -1.260 0.555 -1.105 -0.84 1.10 0.49
H -0.451 0.534 1.080 0.37 -0.90 -1.07
H -1.958 -1.224 0.951 0.61 0.25 -0.48
H -0.546 -2.636 4.236 -0.30 0.96 -0.16
H 0.781 1.416 -2.384 0.04 -0.23 0.44
H 0.981 1.716 -0.547 0.28 -1.06 -2.05
H 1.799 0.284 -1.380 -0.35 0.34 -0.24
H 0.940 -0.148 0.719 -0.64 -1.41 -0.25
```
Positions in Å, forces in eV/Å.

=====

Here is a 2-piece molecular cluster, C3H9IN3 overall from the OMol25 dataset. Energies are from ωB97M-V/def2-TZVPD.

Values from the calculation:
* HOMO-LUMO gap: 9.2 eV
* E_LUMO: -3.7 eV
* net charge: +1
* relative energy (zero: lowest compared OMol25 entry of this formula, charge and spin): 2.9466 eV
* DFT total energy: -15818.0576 eV
* HOMO: -12.87 eV

The geometry in XYZ format:
```
16
Properties=species:S:1:pos:R:3:forces:R:3
I 0.843 -1.302 -2.151 -0.67 1.07 -0.19
N 0.248 -0.531 1.353 2.45 -1.58 -1.87
N 1.107 -1.598 1.302 0.18 -1.67 1.20
N 0.810 1.174 -0.539 -1.69 -0.32 -1.41
C -0.961 -0.447 1.676 -1.18 -2.02 2.05
C -0.030 0.640 -1.597 -1.00 -2.73 -0.51
C -1.293 0.976 -1.940 1.17 2.63 2.48
H 1.016 -2.472 1.872 -0.79 1.59 -0.45
H 0.631 2.148 -0.647 0.56 1.34 0.87
H 0.507 0.262 0.565 0.20 0.01 1.03
H -1.687 1.995 -1.479 0.81 -2.08 -1.00
H 2.093 -1.528 1.015 -1.09 1.16 0.09
H 1.773 0.912 -0.651 0.53 0.45 -0.57
H -1.663 -1.104 2.243 1.29 -0.02 -0.54
H -1.339 0.465 1.427 -1.28 2.43 -0.65
H -2.054 0.411 -2.449 0.49 -0.24 -0.52
```
Positions in Å, forces in eV/Å.

=====

Here is the molecule C3H9INOP from the OMol25 dataset. Energies are from ωB97M-V/def2-TZVPD.

Values from the calculation:
* HOMO-LUMO gap (spin up / spin down): 5.8 / 5.4 eV
* E_LUMO (spin up / spin down): 0.6 / -4.0 eV
* relative energy (zero: lowest compared OMol25 entry of this formula, charge and spin): 0.4525 eV
* 2S+1: 3
* DFT total energy: -24180.4740 eV
* HOMO (spin up / spin down): -5.25 / -9.44 eV

The geometry in XYZ format:
```
16
Properties=species:S:1:pos:R:3:forces:R:3
I -1.191 0.572 2.912 -0.49 -0.94 4.11
P -0.718 1.193 0.504 0.44 0.04 -2.56
O 0.152 2.337 0.266 1.40 2.35 -0.17
N -0.033 -0.121 -0.268 -0.97 -3.44 0.08
C 1.343 -0.165 -0.690 1.89 1.87 -1.48
C 2.197 -1.190 0.046 0.25 4.01 -1.29
C -2.463 1.388 0.139 1.15 -0.66 -1.77
H 1.505 -0.211 -1.844 -0.68 -0.33 1.78
H -2.836 2.014 0.895 -0.72 0.89 0.78
H -2.765 1.621 -0.883 -0.02 0.07 0.17
H 1.888 -2.118 -0.020 -1.97 -4.80 -0.48
H 1.828 0.829 -0.442 -0.78 -0.90 -0.31
H 2.221 -0.924 1.053 0.42 0.47 1.80
H -2.632 0.362 0.374 -1.38 -1.08 0.07
H 3.148 -1.173 -0.419 1.28 0.16 -0.09
H -0.311 -1.108 0.066 0.17 2.30 -0.65
```
Positions in Å, forces in eV/Å.

=====

Here is a 2-piece molecular cluster, C3H9IO2Si overall from the OMol25 dataset. Energies are from ωB97M-V/def2-TZVPD.

Values from the calculation:
* HOMO-LUMO gap (spin up / spin down): 8.3 / 7.2 eV
* E_LUMO (spin up / spin down): 0.1 / -1.6 eV
* relative energy (zero: lowest compared OMol25 entry of this formula, charge and spin): 1.1734 eV
* DFT total energy: -23328.7292 eV
* HOMO (spin up / spin down): -8.20 / -8.80 eV

The geometry in XYZ format:
```
16
Properties=species:S:1:pos:R:3:forces:R:3
I 2.417 -0.500 -0.426 -0.44 0.21 -0.28
Si 0.405 1.018 -1.018 1.01 -1.19 -0.26
O -0.653 0.683 0.141 0.58 2.21 -0.08
O 0.985 2.493 -0.831 -0.26 1.00 -0.36
C 1.060 3.219 0.413 1.62 -0.53 -2.27
C -1.545 -0.314 0.393 -0.07 -0.46 1.09
C -0.145 -3.755 -0.542 0.86 -0.41 0.44
H -2.258 -0.004 1.123 -0.37 0.36 0.85
H -0.992 -1.144 0.752 0.18 -1.22 0.37
H 0.348 3.974 0.440 -1.83 0.92 0.37
H -2.114 -0.551 -0.442 -0.92 -0.74 -1.84
H 0.909 -3.805 -0.307 -0.14 0.46 -0.35
H 1.997 3.737 0.368 0.75 0.08 0.31
H 1.052 2.468 1.128 -0.24 -0.62 2.11
H -0.766 -4.479 -0.127 -0.77 -1.39 0.78
H -0.699 -3.039 -1.064 0.05 1.32 -0.89
```
Positions in Å, forces in eV/Å.